(1)
Computed, not measured: C22H23CuN3O7Si as an isolated structure, with wB97M-V/def2-TZVPD.

net charge = 0
multiplicity = 2
orbital gap (spin up / spin down) = 0.20139 / 0.20141 Eh
DFT total energy = -94506.3233 eV

CARTESIAN COORDINATES (ANGSTROEM)
Cu (0.5530, 0.5492, -0.0911)
O (3.4575, -2.6422, 0.3426)
C (2.3739, -1.9382, -0.0295)
O (1.3168, -1.9963, 0.5260)
C (2.6598, -1.1001, -1.2480)
C (3.6663, -1.4771, -2.1254)
C (3.8649, -0.7324, -3.2713)
C (3.0438, 0.3579, -3.4992)
C (2.0661, 0.6720, -2.5681)
N (1.8794, -0.0330, -1.4462)
C (1.1918, 1.8926, -2.7350)
O (0.9185, 2.2508, -4.0052)
O (0.8132, 2.5416, -1.8098)
H (3.2000, -3.1654, 1.1172)
H (4.2722, -2.3407, -1.8981)
H (4.6470, -0.9903, -3.9719)
H (3.1884, 0.9841, -4.3692)
H (1.1091, 1.5285, -4.6160)
C (2.3009, 1.3541, 2.3712)
Si (0.5503, 0.9538, 2.9379)
C (0.6650, -0.6097, 3.9815)
C (0.0093, 2.3877, 4.0290)
N (-0.4258, 0.7613, 1.5402)
C (-1.7482, 0.4302, 1.5253)
C (-2.5474, 0.2655, 2.6802)
C (-3.8868, -0.0700, 2.6194)
C (-4.5260, -0.2583, 1.4005)
C (-3.7851, -0.0928, 0.2396)
C (-2.4472, 0.2354, 0.3109)
O (-1.7581, 0.4701, -0.8913)
C (-1.4657, -0.6052, -1.6876)
C (-1.2152, -1.8743, -1.1793)
C (-0.7949, -2.8735, -2.0445)
C (-0.6303, -2.6230, -3.4012)
C (-0.9100, -1.3565, -3.8985)
C (-1.3325, -0.3451, -3.0478)
H (2.9319, 1.5832, 3.2349)
H (2.3182, 2.2211, 1.7061)
H (2.7587, 0.5118, 1.8447)
H (1.3567, -0.4793, 4.8179)
H (1.0276, -1.4354, 3.3632)
H (-0.3017, -0.9103, 4.3895)
H (0.6739, 2.4942, 4.8905)
H (-1.0088, 2.2768, 4.4061)
H (0.0507, 3.3182, 3.4572)
H (-2.0819, 0.4089, 3.6471)
H (-4.4444, -0.1808, 3.5415)
H (-5.5755, -0.5131, 1.3509)
H (-4.2391, -0.2107, -0.7376)
H (-1.3244, -2.0559, -0.1182)
H (-0.5884, -3.8599, -1.6483)
H (-0.3091, -3.4132, -4.0670)
H (-0.8215, -1.1591, -4.9607)
H (-1.5783, 0.6441, -3.4127)
O (-3.8237, 3.4425, 1.6099)
N (-2.8419, 3.2258, 0.9796)
O (-2.4530, 3.5803, -0.0822)



(2)
Computed, not measured: C22H23N2PRhS as an isolated structure in a non-equilibrium geometry, with wB97M-V/def2-TZVPD.

net charge = +1
orbital gap = 0.23914 Eh
DFT total energy = -49289.4559 eV

CARTESIAN COORDINATES (ANGSTROEM)
Rh (-0.5413, 1.0153, -0.7324)
C (3.7509, -0.4867, 1.1130)
C (3.3030, 0.7850, 0.7657)
C (1.9655, 1.1366, 0.9685)
C (1.0553, 0.2215, 1.5213)
C (1.5241, -1.0566, 1.8610)
C (2.8621, -1.4073, 1.6616)
P (-0.6959, 0.7476, 1.7080)
C (-1.2170, 0.1474, 3.3483)
C (-0.3192, 0.0535, 4.4238)
C (-0.7496, -0.3374, 5.6954)
C (-2.0941, -0.6172, 5.9201)
C (-3.0086, -0.4910, 4.8790)
C (-2.5755, -0.0973, 3.6086)
C (-1.4266, -0.7767, 0.3709)
C (-1.7795, -1.9836, 0.9999)
C (-2.2557, -3.0656, 0.2460)
C (-2.3825, -2.9881, -1.1465)
C (-2.0288, -1.8287, -1.8330)
C (-1.5530, -0.7371, -1.1203)
H (4.7894, -0.7623, 0.9509)
H (3.9918, 1.5039, 0.3297)
H (1.6388, 2.1335, 0.6789)
H (0.8541, -1.8007, 2.2838)
H (3.2058, -2.4032, 1.9290)
H (0.7325, 0.3020, 4.2962)
H (-0.0342, -0.4074, 6.5108)
H (-2.4306, -0.9144, 6.9098)
H (-4.0636, -0.6860, 5.0550)
H (-3.3175, 0.0179, 2.8201)
H (-1.6780, -2.1249, 2.0700)
H (-2.5262, -3.9891, 0.7547)
H (-2.7544, -3.8480, -1.6994)
H (-2.1183, -1.7730, -2.9128)
C (0.7548, -0.4270, -4.3652)
N (0.7543, 1.0015, -4.1191)
C (0.6756, 1.9403, -5.2232)
C (0.7171, 3.3008, -4.5404)
N (1.2848, 3.0092, -3.2520)
C (1.2299, 1.6495, -2.9768)
S (1.6743, 1.0153, -1.5161)
H (-0.0713, -0.6726, -5.0378)
H (0.6381, -0.9850, -3.4334)
H (1.7060, -0.7010, -4.8302)
H (-0.2377, 1.7852, -5.8040)
H (1.5534, 1.7921, -5.8616)
H (-0.2883, 3.7028, -4.3804)
H (1.3278, 4.0336, -5.0729)
H (1.4919, 3.6847, -2.5268)
H (-1.3355, 2.3908, -1.2942)



(3)
Computed, not measured: one molecule with the formula C22H23N3O2 in a non-equilibrium geometry, with wB97M-V/def2-TZVPD.

SMILES = CN(C)C(=O)N1CCN(c2cc3ccccc3c(=O)c3ccccc23)CC1
net charge = 0
orbital gap = 0.30274 Eh
DFT total energy = -31751.5205 eV

CARTESIAN COORDINATES (ANGSTROEM)
O (1.2862, -4.6037, -0.6830)
O (-1.5248, 4.8357, -0.2937)
C (0.6831, -3.8029, 0.0179)
C (-0.6574, 4.1583, -0.8021)
C (-0.9226, -1.2332, 0.1468)
C (0.2816, -0.8704, 0.7678)
C (-2.8528, -4.9641, -0.6336)
C (3.0813, -3.3982, 2.8663)
C (-3.5493, -3.7623, -0.5837)
C (2.8857, -2.0598, 3.2179)
C (-1.4806, -4.9502, -0.3862)
C (2.2999, -3.9184, 1.8330)
C (-2.8763, -2.5873, -0.2635)
C (2.0013, -1.2412, 2.4902)
C (-0.7743, -3.7540, -0.0972)
C (1.3772, -3.1504, 1.1129)
C (-1.4834, -2.5563, -0.0471)
C (1.1955, -1.7945, 1.4548)
N (-0.1879, 4.4553, -2.1071)
N (-0.1337, 3.0830, -0.0847)
N (0.5576, 0.4741, 0.7623)
C (-0.1938, 3.4405, -3.1959)
C (-0.2624, 5.8653, -2.5638)
C (1.2224, 2.5693, -0.3862)
C (-0.8907, 2.4831, 1.0231)
C (1.2132, 1.0134, -0.4398)
C (-0.0905, 1.3852, 1.7023)
H (-1.5162, -0.3950, -0.2047)
H (-3.3314, -5.9012, -0.8597)
H (3.8158, -4.0234, 3.3836)
H (-4.6414, -3.8229, -0.6966)
H (3.4438, -1.6727, 4.0814)
H (-0.9588, -5.9089, -0.5185)
H (2.4687, -4.9475, 1.5312)
H (-3.4567, -1.6701, -0.1668)
H (1.9794, -0.1788, 2.7233)
H (-1.1311, 3.4308, -3.7509)
H (0.6285, 3.6618, -3.8782)
H (0.0082, 2.4183, -2.8415)
H (0.3098, 6.0235, -3.4634)
H (0.1797, 6.5351, -1.8140)
H (-1.3346, 6.1372, -2.7284)
H (1.6570, 2.9525, -1.3246)
H (1.9268, 2.9368, 0.3856)
H (-1.8620, 2.0847, 0.6928)
H (-1.1695, 3.2720, 1.7455)
H (0.7108, 0.6796, -1.3442)
H (2.2585, 0.6765, -0.5126)
H (-0.8024, 0.7875, 2.3226)
H (0.6126, 1.8083, 2.4105)



(4)
Computed, not measured: one molecule with the formula C22H23N3O5 in a non-equilibrium geometry, with wB97M-V/def2-TZVPD.

SMILES = CCOc1cc(/C=C2/NC(=O)N(CC(=O)Nc3cccc(C)c3)C2=O)ccc1OC
net charge = 0
orbital gap = 0.27354 Eh
DFT total energy = -37896.1887 eV

CARTESIAN COORDINATES (ANGSTROEM)
C (-0.3633, 1.6018, 1.4420)
C (0.9539, 1.1789, 2.0857)
O (0.7774, 0.4527, 3.2902)
C (0.4119, -0.8521, 3.2392)
C (0.2414, -1.5870, 2.0855)
C (-0.1381, -2.9365, 2.1232)
C (-0.3331, -3.5324, 3.3715)
C (-0.1520, -2.8134, 4.5377)
C (0.2156, -1.4753, 4.4982)
O (0.4107, -0.6860, 5.5823)
C (0.2431, -1.2429, 6.8623)
H (0.4543, -0.4366, 7.5629)
H (0.9424, -2.0669, 7.0386)
H (-0.7815, -1.5968, 7.0174)
H (-0.3076, -3.3067, 5.4840)
H (-0.6306, -4.5687, 3.4344)
C (-0.3879, -3.7216, 0.9464)
C (-0.2642, -3.4452, -0.3739)
N (-0.6768, -4.3609, -1.3463)
C (-0.5673, -3.8664, -2.6135)
O (-0.8816, -4.3925, -3.6497)
N (0.0277, -2.6204, -2.4659)
C (0.2396, -2.2932, -1.1445)
O (0.7742, -1.2582, -0.8036)
C (0.2081, -1.6583, -3.5203)
H (-0.2563, -2.0741, -4.4193)
H (1.2748, -1.4863, -3.6945)
C (-0.5193, -0.3680, -3.0950)
O (-1.6024, -0.4169, -2.5611)
N (0.1723, 0.7597, -3.3852)
C (-0.1543, 2.0877, -3.0744)
C (-1.2421, 2.4325, -2.2824)
C (-1.4838, 3.7679, -2.0101)
C (-0.6625, 4.7563, -2.5184)
C (0.4294, 4.4230, -3.3137)
C (0.6744, 3.0868, -3.5809)
H (1.5227, 2.8122, -4.1943)
C (1.3152, 5.4976, -3.8677)
H (1.7335, 6.0973, -3.0607)
H (0.7421, 6.1628, -4.5123)
H (2.1323, 5.0740, -4.4459)
H (-0.8638, 5.7949, -2.3008)
H (-2.3268, 4.0354, -1.3908)
H (-1.8842, 1.6649, -1.8872)
H (1.0621, 0.6528, -3.8522)
H (-1.1228, -5.2391, -1.1399)
H (-0.7807, -4.7115, 1.1605)
H (0.4003, -1.1297, 1.1275)
H (1.5153, 2.0654, 2.3948)
H (1.5618, 0.6099, 1.3734)
H (-0.1597, 2.2442, 0.5893)
H (-0.9244, 0.7385, 1.0956)
H (-0.9693, 2.1463, 2.1621)



(5)
Computed, not measured: C22H23N4PdS2 as an isolated structure, with wB97M-V/def2-TZVPD.

net charge = -1
orbital gap = 0.26915 Eh
DFT total energy = -54298.0955 eV

CARTESIAN COORDINATES (ANGSTROEM)
Pd (-1.5964, 0.6879, -0.9105)
C (-5.0848, 3.7102, -3.4353)
S (-3.5580, 4.5031, -2.9134)
C (-2.5906, 3.1453, -2.3211)
S (-3.1333, 1.5216, -2.4984)
N (-1.4908, 3.5737, -1.7834)
N (-0.6621, 2.5458, -1.3531)
C (0.5687, 2.8603, -1.3206)
C (1.6404, 1.8803, -1.0829)
C (2.8623, 2.3043, -0.5682)
C (3.8645, 1.3678, -0.3822)
C (3.6119, 0.0476, -0.7107)
C (2.3646, -0.2747, -1.2324)
N (1.4086, 0.6178, -1.4406)
H (-5.7288, 4.5211, -3.7765)
H (-5.5619, 3.1858, -2.6112)
H (-4.9129, 3.0133, -4.2526)
H (0.8444, 3.8922, -1.5314)
H (3.0122, 3.3451, -0.3099)
H (4.8236, 1.6629, 0.0251)
H (4.3595, -0.7218, -0.5701)
H (2.1205, -1.2997, -1.4949)
C (0.7850, -1.3766, 3.5345)
C (0.7879, 0.0868, 3.0734)
C (2.2404, 0.5495, 2.8973)
C (0.1141, 0.9554, 4.1440)
C (0.0592, 0.2108, 1.7984)
C (-0.5427, 0.3135, 0.7463)
H (1.3277, -1.4830, 4.4791)
H (1.2586, -2.0122, 2.7844)
H (-0.2377, -1.7297, 3.6792)
H (2.7858, 0.4760, 3.8439)
H (2.2702, 1.5845, 2.5535)
H (2.7456, -0.0655, 2.1525)
H (0.6476, 0.8733, 5.0964)
H (-0.9201, 0.6421, 4.2937)
H (0.1057, 2.0015, 3.8352)
C (-2.5267, -1.1256, -0.7301)
C (-1.5336, -2.2191, -0.7731)
C (-0.9942, -2.6419, -1.9970)
C (-0.0293, -3.6260, -2.0654)
C (0.4314, -4.2334, -0.8948)
C (-0.0994, -3.8333, 0.3342)
C (-1.0609, -2.8463, 0.3873)
C (1.4346, -5.2532, -0.9538)
N (2.2425, -6.0730, -1.0032)
H (-3.1199, -1.1546, 0.1853)
H (-3.1969, -1.2053, -1.5897)
H (-1.3318, -2.1574, -2.9059)
H (0.3783, -3.9310, -3.0213)
H (0.2578, -4.2989, 1.2445)
H (-1.4407, -2.5172, 1.3457)



(6)
Computed, not measured: C22H23N5O2SeTc as an isolated structure in a non-equilibrium geometry, with wB97M-V/def2-TZVPD.

net charge = +4
multiplicity = 4
orbital gap (spin up / spin down) = 0.27740 / 0.18896 Eh
DFT total energy = -102233.6140 eV

CARTESIAN COORDINATES (ANGSTROEM)
N (-1.3492, -1.1685, 2.9852)
C (-1.7278, -1.3812, 4.0623)
C (-2.3073, -1.6758, 5.3625)
H (-1.5110, -1.7653, 6.1144)
H (-2.8679, -2.6197, 5.2895)
H (-2.9743, -0.8524, 5.6593)
N (-1.8973, -1.6077, -3.2148)
C (-2.6041, -1.6276, -4.1338)
C (-3.4809, -1.6805, -5.2941)
H (-4.1963, -2.5064, -5.1627)
H (-2.8767, -1.8626, -6.1940)
H (-4.0359, -0.7379, -5.4131)
N (3.7295, -1.0654, -1.6921)
C (4.7132, -0.7517, -1.1472)
C (6.0479, -0.4442, -0.6858)
H (6.4165, 0.4321, -1.2283)
H (6.6866, -1.3099, -0.9022)
H (6.0470, -0.2426, 0.3891)
Tc (-0.0755, -1.2599, -0.3906)
C (0.3844, -0.2144, -1.9026)
O (0.6748, 0.4490, -2.8227)
C (-1.8859, -0.7561, -0.2458)
O (-3.0250, -0.4692, -0.1740)
C (-0.7718, -3.5813, 0.5226)
C (0.4749, -3.2640, 1.0781)
C (1.6021, -3.1096, 0.2226)
C (1.4542, -3.2773, -1.1596)
C (0.1895, -3.5298, -1.7124)
C (-0.9276, -3.6493, -0.8744)
H (-1.6272, -3.7561, 1.1851)
H (0.5643, -3.1294, 2.1597)
H (2.5880, -2.8635, 0.6277)
H (2.3328, -3.1724, -1.8014)
H (0.0693, -3.6337, -2.7926)
H (-1.9123, -3.8333, -1.3136)
C (2.1989, 2.6580, -0.1705)
N (0.9199, 2.5760, 0.5238)
C (0.4175, 1.4734, 1.1253)
Se (1.3625, -0.1441, 1.3232)
N (-0.8382, 1.7814, 1.5444)
C (-1.1315, 3.1228, 1.2519)
C (-2.1630, 3.9671, 1.6642)
C (-2.0710, 5.3126, 1.2786)
C (-0.9678, 5.7943, 0.5459)
C (0.1126, 4.9557, 0.2315)
C (-0.0127, 3.6206, 0.5983)
H (2.0186, 2.8628, -1.2362)
H (2.6924, 1.6841, -0.0540)
H (2.7904, 3.4730, 0.2743)
H (-1.4493, 1.0960, 1.9873)
H (-2.9804, 3.5694, 2.2719)
H (-2.8674, 6.0151, 1.5304)
H (-0.9620, 6.8321, 0.2122)
H (1.0093, 5.2674, -0.3030)



(7)
Computed, not measured: C22H24AlClF17O3 as an isolated structure in a non-equilibrium geometry, with wB97M-V/def2-TZVPD.

net charge = -1
orbital gap = 0.26860 Eh
DFT total energy = -94659.5718 eV

CARTESIAN COORDINATES (ANGSTROEM)
C (-1.0530, -5.4391, 0.3143)
C (0.5296, -5.2806, 0.5960)
C (1.4729, -6.5162, 0.5461)
C (2.9886, -6.2799, 0.8368)
C (3.5623, -4.8868, 1.2077)
C (2.5672, -3.6895, 1.2632)
C (3.1016, -2.2330, 1.6657)
Al (1.6373, -1.2413, 2.7684)
C (2.4655, -0.8541, 4.6304)
C (2.0037, -2.0877, 5.5593)
O (2.6344, -3.1690, 5.3936)
Cl (0.6097, -1.8740, 6.7246)
C (0.9079, 0.4237, 1.8202)
C (1.1974, 0.2821, 0.2198)
F (-0.5743, 0.3887, 1.9517)
C (1.0568, -3.8691, 0.9401)
H (-1.5652, -5.6296, 1.3315)
H (-1.5181, -4.4792, -0.1058)
H (-1.2873, -6.3485, -0.3379)
H (1.0422, -7.5425, 0.3024)
H (3.6666, -7.1989, 0.7666)
H (4.6755, -4.7486, 1.4321)
H (4.0386, -2.4125, 2.3223)
H (3.4026, -1.6301, 0.7409)
H (0.3635, -2.1841, 3.0581)
H (3.6118, -0.9484, 4.5260)
H (2.1301, 0.1495, 5.0556)
H (1.2474, 1.4253, 2.2514)
H (0.2515, 0.5547, -0.3852)
H (1.3958, -0.8286, -0.0332)
H (2.0885, 0.9583, -0.0022)
H (0.2947, -3.0198, 0.9665)
C (0.2934, 6.0098, 0.9357)
C (-0.7567, 6.3297, -0.1446)
C (-1.5872, 5.1404, -0.6181)
F (-0.8228, 4.1909, -1.1898)
F (-2.4845, 5.5303, -1.5618)
F (-0.1504, 6.9484, -1.1876)
F (-1.6109, 7.2534, 0.3897)
O (1.6375, 5.8133, 0.4867)
C (1.9633, 4.5101, 0.0464)
C (2.3604, 4.4690, -1.4333)
F (1.3598, 4.9088, -2.2283)
F (2.6394, 3.2020, -1.8218)
F (0.9533, 3.6719, 0.3459)
F (3.0137, 4.1156, 0.8028)
H (0.3525, 6.8963, 1.5735)
H (-0.0311, 5.2102, 1.6070)
H (-2.1496, 4.6938, 0.2077)
H (3.2387, 5.0919, -1.6193)
C (-2.6682, 1.1413, -2.6402)
C (-3.5454, 0.5515, -1.5180)
C (-3.0637, -0.7715, -0.9216)
F (-3.0289, -1.7626, -1.8346)
F (-3.9096, -1.1875, 0.0560)
F (-4.8224, 0.4489, -1.9657)
F (-3.5757, 1.4747, -0.5115)
O (-3.0973, 0.8998, -3.9880)
C (-2.6974, -0.3143, -4.5879)
C (-3.8876, -1.2096, -4.9493)
F (-4.6121, -1.5371, -3.8580)
F (-3.4650, -2.3735, -5.5012)
F (-1.7944, -0.9322, -3.8069)
F (-2.0375, 0.0307, -5.7198)
H (-2.7312, 2.2282, -2.5350)
H (-1.6078, 0.9143, -2.5022)
H (-2.0689, -0.6693, -0.4760)
H (-4.5517, -0.7089, -5.6580)



(8)
Computed, not measured: C22H24AsCl4N5O4PS3Tc as an isolated structure in a non-equilibrium geometry, with wB97M-V/def2-TZVPD.

net charge = +1
multiplicity = 4
orbital gap (spin up / spin down) = 0.19415 / 0.18861 Eh
DFT total energy = -193755.7609 eV

CARTESIAN COORDINATES (ANGSTROEM)
Tc (9.7384, 8.2000, 12.3348)
Cl (10.7426, 9.8535, 18.8069)
C (10.7966, 9.8366, 17.0868)
C (11.6250, 10.7482, 16.4370)
Cl (12.6144, 11.8148, 17.3105)
C (11.7637, 10.7251, 15.0666)
Cl (12.6017, 11.9893, 14.1520)
C (11.0531, 9.7727, 14.3390)
O (11.1053, 9.6888, 13.0147)
C (10.1877, 8.8587, 14.9856)
O (9.4420, 8.0487, 14.2926)
C (10.1633, 8.8451, 16.3478)
Cl (9.1036, 7.7615, 17.1730)
N (9.0973, 5.3536, 14.2479)
N (7.8095, 5.3259, 13.7467)
C (7.6749, 5.9046, 12.5871)
N (6.4695, 5.9131, 11.9464)
N (8.7204, 6.6246, 12.0210)
N (8.6928, 6.9291, 10.6487)
O (7.9975, 6.3569, 9.8306)
O (9.7112, 7.6409, 10.3257)
H (9.2038, 4.5673, 14.8814)
H (9.2519, 6.2828, 14.6450)
H (6.9682, 5.0263, 14.3057)
H (5.6907, 5.3966, 12.3658)
H (6.5358, 5.7408, 10.9488)
C (14.2327, 8.9092, 12.0161)
As (13.3529, 7.2576, 11.3953)
C (12.8561, 7.5119, 9.5245)
C (14.5704, 5.7348, 11.5784)
S (11.6645, 6.8306, 12.7703)
H (14.9101, 9.2611, 11.2034)
H (14.8461, 8.6244, 12.8655)
H (13.4747, 9.6371, 12.3163)
H (13.6779, 7.1117, 8.9294)
H (12.7669, 8.5484, 9.2953)
H (11.9574, 6.9283, 9.3038)
H (15.5450, 6.0656, 11.2067)
H (14.1538, 4.9448, 10.9658)
H (14.6374, 5.4309, 12.6333)
S (6.2368, 12.4168, 11.4938)
P (7.6085, 11.1927, 10.8625)
S (7.9768, 9.7626, 12.3259)
C (9.1472, 11.8800, 10.3869)
C (9.3694, 12.3823, 9.0822)
C (10.5758, 13.0513, 8.7554)
C (11.5705, 13.1453, 9.7011)
C (11.4154, 12.5334, 10.9293)
C (10.2069, 11.9818, 11.2827)
C (7.1142, 10.2202, 9.3935)
C (8.0173, 9.4549, 8.7252)
C (7.5358, 8.5841, 7.7220)
C (6.2478, 8.7210, 7.2338)
C (5.4097, 9.6451, 7.8236)
C (5.7761, 10.3329, 8.9456)
H (8.6162, 12.1734, 8.3375)
H (10.6919, 13.5431, 7.7848)
H (12.4941, 13.6768, 9.4261)
H (12.2565, 12.5895, 11.5512)
H (10.0764, 11.5358, 12.2938)
H (9.0938, 9.6181, 8.8675)
H (8.2209, 7.8567, 7.2267)
H (5.8799, 8.0813, 6.4318)
H (4.3751, 9.7431, 7.4693)
H (5.1243, 10.9939, 9.5097)



Q: Look up the DFT total energy of the seventh one.
A: -94659.5718 eV